Record 1
{"formula": "C21H19ClN4ORhSSbSe4", "method": "ωB97M-V/def2-TZVPD", "largest_force_ev_per_a": 0.91, "total_charge": -2, "multiplicity": 5, "gap_ev": [4.6, 5.3], "total_energy_ha": -11920.9420, "de_lowest_ev": 0.044, "species": ["Rh", "C", "C", "C", "C", "C", "N", "C", "O", "N", "C", "C", "C", "C", "N", "C", "C", "C", "H", "H", "H", "H", "H", "H", "H", "H", "H", "H", "H", "H", "H", "Se", "Sb", "Se", "Se", "Se", "S", "C", "N", "Cl", "C", "C", "C", "C", "C", "C", "C", "H", "H", "H", "H", "H", "H"], "xyz": [[3.51989, -0.91824, 0.46192], [-7.09708, 1.31467, -3.80284], [-6.06590, 1.48248, -2.71347], [-6.29109, 2.30939, -1.61848], [-5.34354, 2.46086, -0.61677], [-4.13310, 1.77632, -0.67032], [-3.22460, 1.93372, 0.38953], [-1.83132, 1.75880, 0.42701], [-1.25712, 1.65976, 1.48828], [-1.23740, 1.78599, -0.79370], [0.12931, 1.57966, -1.09218], [0.62169, 2.12203, -2.26379], [1.93093, 1.87698, -2.62464], [2.70869, 1.09603, -1.78846], [2.21984, 0.57441, -0.66370], [0.95928, 0.79843, -0.30843], [-3.90422, 0.91798, -1.75352], [-4.85778, 0.79531, -2.75358], [-7.97690, 1.93001, -3.60859], [-7.42582, 0.27654, -3.88035], [-6.69784, 1.59999, -4.77819], [-7.22579, 2.85669, -1.54703], [-5.54056, 3.12020, 0.22196], [-3.59382, 2.14607, 1.30174], [-1.81307, 2.04830, -1.57685], [-0.03461, 2.68925, -2.91583], [2.33950, 2.24505, -3.55597], [3.73018, 0.83317, -2.02736], [0.60192, 0.30086, 0.58183], [-3.00748, 0.31106, -1.79923], [-4.65093, 0.12327, -3.58003], [3.38222, -1.82790, -3.69435], [1.59662, -2.70449, -2.35797], [2.16258, -2.90150, 0.05384], [-0.63206, -1.79771, -2.70242], [1.26535, -5.10433, -3.12921], [5.78300, -0.00824, 0.08797], [5.82472, -1.52509, 0.86534], [5.90023, -2.55143, 1.40508], [5.67736, -0.07040, 4.07894], [4.49509, -1.36595, 4.22596], [4.81075, -2.41535, 5.07594], [3.92531, -3.46664, 5.24588], [2.71423, -3.42877, 4.55606], [2.41843, -2.37028, 3.71753], [3.30806, -1.30232, 3.49213], [2.97385, -0.25116, 2.53138], [5.75839, -2.39458, 5.59992], [4.17869, -4.29749, 5.89233], [1.99816, -4.23503, 4.66691], [1.47986, -2.35886, 3.17432], [3.52725, 0.67612, 2.64324], [1.90065, -0.10367, 2.43223]], "atomic_forces_ev_per_a": [[-0.365, 0.729, 0.382], [0.054, 0.032, 0.053], [-0.080, 0.058, 0.049], [-0.046, 0.002, -0.010], [-0.065, 0.086, -0.014], [0.090, -0.156, -0.026], [0.217, -0.062, -0.033], [-0.303, 0.089, -0.137], [0.038, 0.000, 0.183], [0.155, 0.054, -0.236], [-0.448, 0.098, 0.209], [0.078, 0.045, -0.245], [0.049, -0.024, 0.006], [-0.063, -0.011, 0.036], [0.236, 0.010, 0.024], [0.051, -0.167, -0.073], [-0.075, -0.012, 0.071], [0.115, -0.037, -0.026], [0.022, -0.006, 0.008], [0.013, -0.007, 0.013], [0.017, 0.003, 0.014], [0.020, -0.015, 0.008], [0.002, 0.002, -0.034], [-0.024, -0.070, -0.042], [0.048, -0.063, 0.012], [0.013, 0.033, 0.042], [-0.022, -0.008, 0.025], [-0.013, 0.021, -0.012], [0.015, 0.068, 0.001], [-0.003, -0.027, -0.009], [0.012, -0.004, 0.041], [0.238, 0.073, -0.153], [-0.175, 0.182, 0.076], [-0.166, -0.586, -0.074], [-0.210, 0.021, -0.028], [-0.110, -0.061, -0.022], [-0.004, -0.639, 0.150], [0.685, 0.566, -0.171], [0.009, -0.162, 0.099], [-0.135, -0.127, 0.022], [0.349, 0.034, 0.125], [0.028, 0.111, -0.005], [-0.072, 0.074, -0.077], [-0.011, 0.110, -0.037], [-0.076, -0.217, 0.049], [-0.183, 0.350, -0.210], [0.161, -0.489, -0.099], [-0.004, -0.016, -0.040], [-0.009, 0.004, 0.004], [0.005, 0.002, -0.010], [0.017, -0.039, -0.017], [-0.040, 0.061, 0.051], [-0.035, 0.089, 0.089]]}

Record 2
{"formula": "C2HBrClF3", "method": "ωB97M-V/def2-TZVPD", "largest_force_ev_per_a": 2.70, "gap_ev": 8.2, "total_energy_ha": -3410.4635, "de_lowest_ev": 4.015, "species": ["C", "C", "F", "F", "F", "Cl", "Br", "H"], "xyz": [[0.83738, 1.06775, -0.24656], [2.60878, -1.32445, -0.78359], [0.49298, 0.34283, 0.81776], [2.69989, -2.24504, 0.16448], [3.50878, -1.56666, -1.67086], [0.39657, 2.74646, -0.21433], [3.26400, 0.75350, 0.00454], [1.59257, -0.84216, -1.07423]], "atomic_forces_ev_per_a": [[-0.442, -1.682, -1.437], [-0.294, 2.304, 1.383], [-0.319, 1.505, 0.294], [-0.622, 0.998, -0.601], [-0.092, -0.187, -0.803], [0.006, -0.216, 0.969], [0.397, -1.466, -0.084], [1.366, -1.255, 0.278]]}

Record 3
{"formula": "C32H54N8", "method": "ωB97M-V/def2-TZVPD", "largest_force_ev_per_a": 10.06, "smiles": "c1cc[nH]c1.CCCC#N.CCCC#N.CCCC#N.CCCC#N.CCCC#N.CCCC#N.CCCC#N", "gap_ev": 8.4, "total_energy_ha": -1689.5525, "de_lowest_ev": 3.862, "species": ["C", "C", "C", "C", "N", "H", "H", "H", "H", "H", "H", "H", "C", "C", "C", "C", "N", "H", "H", "H", "H", "H", "H", "H", "C", "C", "C", "C", "N", "H", "H", "H", "H", "H", "H", "H", "C", "C", "C", "C", "N", "H", "H", "H", "H", "H", "H", "H", "C", "C", "C", "C", "N", "H", "H", "H", "H", "H", "H", "H", "C", "C", "C", "C", "N", "H", "H", "H", "H", "H", "H", "H", "C", "C", "C", "C", "N", "H", "H", "H", "H", "H", "H", "H", "N", "C", "C", "C", "C", "H", "H", "H", "H", "H"], "xyz": [[-6.45499, 4.81904, -1.47428], [-6.19631, 3.41204, -0.99368], [-7.43835, 2.42950, -1.28879], [-8.76265, 3.09591, -1.49840], [-9.75050, 3.59906, -1.68428], [-6.74674, 5.00562, -2.50781], [-5.50601, 5.34302, -1.36033], [-7.19267, 5.27057, -0.81091], [-6.11832, 3.47084, 0.09194], [-5.36162, 2.85277, -1.41631], [-7.58194, 1.66810, -0.52214], [-7.18767, 1.67242, -2.03182], [-3.67932, -5.25561, 2.50484], [-2.12724, -5.22356, 2.06568], [-1.23098, -5.73215, 3.26602], [-1.52129, -7.13005, 3.75227], [-1.69354, -8.18763, 4.23093], [-3.82258, -4.69063, 3.42591], [-3.91846, -6.31393, 2.40064], [-4.31391, -4.81629, 1.73516], [-1.78081, -4.22371, 1.80413], [-2.10420, -5.65695, 1.06581], [-1.22496, -5.01095, 4.08329], [-0.20598, -5.81076, 2.90367], [0.46392, 2.07518, -1.21822], [-0.34311, 1.86638, -0.02067], [0.12601, 0.77722, 1.09130], [-0.88614, 0.37331, 2.10780], [-1.69918, 0.08924, 2.86770], [1.49186, 2.11287, -0.85764], [0.16666, 3.01998, -1.67331], [0.56390, 1.24008, -1.91155], [-1.36481, 1.54927, -0.22965], [-0.44089, 2.80745, 0.52058], [0.83091, 1.30387, 1.73461], [0.39313, -0.17145, 0.62569], [-2.80703, -3.88343, -7.96474], [-2.59697, -3.74417, -6.46989], [-1.45394, -2.68749, -6.18304], [-1.03903, -2.67568, -4.83253], [-0.63887, -2.67038, -3.82550], [-1.94817, -4.01464, -8.62295], [-3.41355, -3.03936, -8.29302], [-3.31578, -4.82465, -8.17299], [-2.20908, -4.68313, -6.07489], [-3.53999, -3.47403, -5.99466], [-1.85483, -1.70329, -6.42541], [-0.54851, -2.84472, -6.76919], [8.11795, 1.45021, -5.21196], [7.13669, 2.58552, -5.48258], [5.70320, 2.32530, -4.93092], [4.88597, 1.15488, -5.44301], [4.32294, 0.29027, -5.86738], [9.09489, 1.71618, -5.61565], [7.78561, 0.50424, -5.63947], [8.13994, 1.37692, -4.12465], [7.08391, 2.81229, -6.54742], [7.58934, 3.46797, -5.03036], [5.10409, 3.22906, -5.04224], [5.79702, 2.05304, -3.87965], [-5.16425, 6.66287, 4.68516], [-5.03852, 5.22216, 4.90396], [-3.73358, 4.64465, 5.63719], [-2.49415, 4.71487, 4.90555], [-1.46317, 4.81245, 4.38787], [-4.19981, 7.05359, 4.36065], [-5.61581, 7.20754, 5.51431], [-5.88395, 6.73923, 3.87011], [-5.02081, 4.81136, 3.89450], [-5.87242, 4.75472, 5.42760], [-3.85652, 3.62383, 5.99897], [-3.56977, 5.25299, 6.52669], [3.54976, -2.59750, 6.59795], [3.27958, -2.60061, 5.06223], [4.04131, -3.53700, 4.19295], [5.54471, -3.14506, 4.22868], [6.64842, -2.83020, 4.24360], [2.87989, -1.88827, 7.08411], [4.60606, -2.47359, 6.83667], [3.32787, -3.60582, 6.94745], [3.53022, -1.59569, 4.72250], [2.20714, -2.77004, 4.96599], [3.86491, -3.37480, 3.12960], [3.93183, -4.61383, 4.32163], [6.79313, 0.33797, 0.56346], [5.40066, 0.21690, 0.46828], [5.05368, -0.93927, -0.25193], [6.24251, -1.45963, -0.79457], [7.31587, -0.70624, -0.21958], [7.31085, 1.10898, 0.96045], [4.77980, 1.00571, 0.86666], [4.06049, -1.25329, -0.53714], [6.39055, -2.30484, -1.45039], [8.37644, -0.82509, -0.38525]], "atomic_forces_ev_per_a": [[0.891, 0.506, 0.036], [-2.286, -1.657, -0.234], [0.051, 0.024, 0.560], [4.099, -2.147, 0.270], [-2.848, 1.497, -0.424], [-0.185, -0.569, -0.022], [-0.068, 0.386, 0.159], [0.005, 0.157, -0.175], [0.374, -0.168, -0.053], [0.291, 0.600, 0.064], [-0.069, 0.559, 0.920], [-0.244, 0.811, -1.090], [1.987, 0.233, -1.681], [-1.736, 0.735, 1.109], [-0.102, -1.227, -1.750], [-0.498, -1.232, 1.265], [0.397, 2.622, -1.402], [-0.230, -0.731, 0.192], [-0.362, -0.014, 1.208], [0.203, 0.409, -0.068], [-0.123, 0.359, 0.592], [0.611, -1.109, 0.458], [-0.325, -0.210, 0.031], [0.178, 0.190, 0.041], [1.979, -0.459, -0.312], [-2.286, -1.621, 2.941], [-0.927, 1.049, -0.175], [-0.362, 0.684, -1.036], [0.110, -0.117, 0.099], [0.391, 0.765, -0.183], [0.259, -0.256, -0.340], [-0.807, 0.047, -0.236], [-0.162, 0.205, -0.374], [0.004, 0.013, 0.078], [0.957, -0.616, -0.455], [0.838, 0.280, -0.001], [-0.674, -0.466, -0.328], [2.149, 0.144, -0.343], [-1.716, -0.151, -1.238], [-2.971, 0.018, -7.571], [3.504, 0.028, 9.435], [0.518, 0.591, 0.469], [0.032, -0.144, -0.435], [-0.649, 0.162, 0.108], [-0.364, -0.107, 0.213], [0.243, -0.002, 0.201], [0.187, 0.150, -0.141], [-0.252, -0.206, -0.341], [-0.604, 0.294, 0.072], [-0.368, -0.596, -0.717], [-0.071, -0.767, 0.150], [3.645, 4.665, 1.217], [-2.401, -3.516, -1.556], [0.038, -0.168, 0.179], [0.054, -0.011, 0.034], [0.470, -0.427, 0.030], [-0.098, -0.084, -0.114], [-0.572, 0.208, 0.258], [-0.095, -0.120, 0.172], [-0.014, 0.499, 0.297], [-0.471, 1.125, -0.075], [1.443, -3.086, 0.200], [-1.318, 1.004, 0.303], [1.478, 0.325, -0.937], [-1.076, -0.150, 0.361], [-0.162, 0.452, 0.074], [0.489, 0.160, 0.156], [0.109, 0.508, -0.141], [-0.034, -0.585, 0.086], [-0.150, 0.230, -0.052], [-0.269, -0.025, -0.234], [-0.019, 0.023, 0.225], [0.128, -1.309, -1.071], [-0.530, 1.099, 1.463], [3.030, 0.170, -1.007], [-1.634, -0.954, 0.324], [-0.012, 0.059, 0.002], [0.338, 0.017, 0.054], [-0.071, 0.547, -0.010], [-0.264, -0.018, 0.338], [-0.375, 0.102, -0.242], [-0.031, 0.094, -0.370], [-0.627, 0.131, -0.038], [0.064, 0.089, 0.532], [-1.321, -2.128, -1.925], [0.350, -0.436, 0.163], [0.435, 1.883, -0.069], [2.430, 1.140, 1.783], [-1.436, -0.128, -0.647], [-0.213, -0.320, -0.071], [-0.055, -0.257, 0.194], [-0.029, 0.145, 0.250], [-0.112, 0.035, 0.137], [-0.085, 0.072, 0.181]]}

Record 4
{"formula": "C7H13N", "method": "ωB97M-V/def2-TZVPD", "largest_force_ev_per_a": 4.01, "gap_ev": 7.1, "total_energy_ha": -329.0950, "de_lowest_ev": 4.802, "species": ["C", "C", "N", "C", "C", "C", "C", "C", "H", "H", "H", "H", "H", "H", "H", "H", "H", "H", "H", "H", "H"], "xyz": [[0.56281, 1.05470, 2.34133], [0.15240, 1.49896, 0.93244], [2.70466, 0.74638, -0.01133], [1.57272, -0.13969, -0.21874], [0.30807, 0.38301, -0.05366], [-0.79127, -0.06442, -0.86688], [-1.08000, -1.28292, -1.32474], [-2.42923, -1.66485, -1.84003], [0.31745, 1.83147, 3.02980], [-0.03845, 0.18978, 2.60070], [1.62672, 0.88685, 2.45517], [-0.89027, 1.81809, 0.89271], [0.83178, 2.30456, 0.62263], [3.57672, 0.36764, -0.37688], [1.59488, -0.96642, -0.93185], [2.33797, -0.38602, 0.66035], [-1.60539, 0.65484, -0.88272], [-0.43963, -2.09655, -0.98762], [-2.41661, -1.97573, -2.89067], [-2.89390, -2.41798, -1.21707], [-3.00144, -0.74169, -1.93296]], "atomic_forces_ev_per_a": [[-0.606, 0.088, -0.445], [0.307, -0.110, -0.645], [0.595, -1.189, 1.812], [-2.129, 0.505, -3.365], [1.373, -0.551, 0.699], [-1.109, -0.199, 0.917], [0.029, -0.564, 0.975], [0.407, 1.004, -1.222], [-0.237, 0.638, 0.641], [0.206, -0.314, 0.244], [0.118, -0.294, -0.243], [0.100, 0.293, 0.255], [-0.264, 0.174, -0.016], [-0.248, -0.432, -0.182], [0.536, 0.192, -0.165], [1.221, 1.309, 0.924], [-0.005, 0.234, -0.416], [0.217, -0.040, -0.513], [0.222, -0.598, 0.186], [-0.259, -0.053, 0.024], [-0.474, -0.093, 0.536]]}